Here is a molecular structure, C18H25CuNO3 in a non-equilibrium geometry from OMol25. Energies are from ωB97M-V with the def2-TZVPD basis set.

```
! wB97M-V def2-TZVPD RIJCOSX def2/J DEFGRID3
* xyz 1 1
C -3.32 3.32 -2.08
O -3.19 3.33 -0.62
C -4.42 2.79 -0.05
C -4.45 1.18 -0.03
C -2.96 0.53 0.07
C -3.19 -0.94 0.75
C -1.82 -1.77 0.92
C -1.70 -3.04 -0.07
C -0.57 -2.89 -1.20
C 0.94 -2.88 -0.61
C 1.52 -1.39 -0.93
N 2.64 -1.03 0.01
C 3.99 -1.56 -0.34
O 4.22 -2.50 -1.13
C 4.93 -0.59 0.49
C 6.37 -0.71 1.02
C 6.93 0.49 1.85
C 6.12 1.79 2.16
C 4.66 1.92 1.59
C 4.14 0.72 0.78
C 2.78 0.43 0.02
O 2.08 1.35 -0.47
H -3.56 4.36 -2.52
H -2.31 2.99 -2.54
H -4.16 2.62 -2.42
H -4.49 3.27 1.02
H -5.31 3.26 -0.66
H -4.87 0.83 -1.04
H -5.09 0.79 0.84
H -2.49 0.37 -0.97
H -2.27 1.14 0.75
H -3.61 -0.78 1.81
H -3.98 -1.47 0.12
H -0.91 -1.06 0.88
H -1.81 -2.20 1.99
H -2.71 -3.12 -0.61
H -1.56 -3.98 0.58
H -0.67 -3.79 -1.91
H -0.81 -1.96 -1.84
H 0.91 -3.09 0.52
H 1.64 -3.61 -1.14
H 1.90 -1.38 -2.00
H 0.61 -0.69 -0.83
H 6.98 -1.66 0.80
H 7.99 0.46 2.26
H 6.53 2.66 2.78
H 4.00 2.84 1.73
Cu -5.65 4.68 0.27
*
```

The HOMO-LUMO gap comes out at 4.642 eV. Its LUMO energy is -6.163 eV.

These are the Löwdin partial charges, in e, on atoms 1 to 5: C -0.083; O -0.220; C -0.262; C -0.139; C -0.174

=====

Here is C4H6N2O in the gas phase from OMol25. Energies are from ωB97M-V with the def2-TZVPD basis set.

```
! wB97M-V def2-TZVPD RIJCOSX def2/J DEFGRID3
* xyz 0 1
N 1.08 1.80 -0.72
C 0.37 0.64 -0.38
C -0.35 -0.12 -1.33
N -1.13 -1.05 -0.85
C -0.13 -1.26 1.03
O -0.74 -1.35 2.23
C 0.40 0.03 0.84
H 0.51 2.43 -1.28
H 1.40 2.28 0.10
H -0.16 0.02 -2.40
H -1.40 -1.71 -1.58
H -0.76 -2.27 2.53
H 0.92 0.47 1.70
*
```

The HOMO-LUMO gap (spin up / spin down) comes out at 7.954 / 7.953 eV. As for the energy above the lowest of the compared OMol25 structures with the same formula, charge and spin: 89.9 kcal per mole. Its LUMO energy (spin up / spin down) is 0.675 / 0.674 eV.

These are the Löwdin partial charges, in e, on atoms 1 to 5: N 0.076; C -0.357; C -0.184; N 0.086; C -0.126